# 1
{
  "formula": "C32H24Br2N5O11P",
  "method": "ωB97M-V with the def2-TZVPD basis set",
  "symbols": ["O", "C", "N", "C", "O", "C", "C", "C", "P", "O", "Br", "C", "Br", "C", "C", "H", "H", "H", "H", "O", "N", "O", "C", "C", "C", "C", "C", "C", "H", "H", "H", "H", "H", "O", "N", "O", "C", "C", "C", "C", "C", "C", "H", "H", "H", "H", "H", "O", "N", "O", "C", "C", "C", "C", "C", "C", "H", "H", "H", "H", "H", "O", "N", "O", "C", "C", "C", "C", "C", "C", "H", "H", "H", "H", "H"],
  "coordinates": [[-1.350, 4.037, 1.424], [-0.341, 3.433, 1.235], [0.778, 3.443, 2.124], [1.736, 2.514, 1.628], [2.727, 2.168, 2.200], [1.257, 2.014, 0.312], [1.874, 1.175, -0.596], [1.177, 0.856, -1.769], [2.065, -0.286, -2.928], [3.594, -0.033, -2.415], [2.078, 0.694, -4.934], [-0.107, 1.377, -1.954], [-1.156, 0.909, -3.468], [-0.719, 2.238, -1.044], [0.004, 2.551, 0.095], [1.228, 4.345, 2.236], [2.864, 0.795, -0.396], [3.981, 0.731, -2.871], [-1.703, 2.644, -1.200], [-3.561, 2.180, -0.515], [-3.931, 1.042, -0.286], [-4.206, 0.222, -1.136], [-4.040, 0.646, 1.124], [-3.750, 1.582, 2.101], [-3.866, 1.212, 3.431], [-4.264, -0.077, 3.763], [-4.542, -1.007, 2.768], [-4.431, -0.644, 1.434], [-3.439, 2.582, 1.835], [-3.648, 1.932, 4.208], [-4.358, -0.361, 4.804], [-4.848, -2.006, 3.034], [-4.647, -1.359, 0.654], [6.931, -0.174, -1.494], [6.367, 0.822, -1.099], [5.770, 1.606, -1.814], [6.394, 1.102, 0.344], [7.089, 0.247, 1.179], [7.122, 0.521, 2.536], [6.460, 1.634, 3.038], [5.760, 2.475, 2.185], [5.725, 2.212, 0.825], [7.599, -0.619, 0.782], [7.664, -0.135, 3.203], [6.490, 1.846, 4.098], [5.241, 3.338, 2.578], [5.183, 2.863, 0.156], [1.204, 1.666, -7.792], [0.140, 1.576, -8.372], [-0.605, 2.507, -8.601], [-0.277, 0.239, -8.820], [0.533, -0.845, -8.535], [0.127, -2.106, -8.941], [-1.072, -2.266, -9.623], [-1.867, -1.164, -9.906], [-1.471, 0.101, -9.502], [1.464, -0.714, -8.004], [0.746, -2.965, -8.721], [-1.388, -3.253, -9.933], [-2.800, -1.290, -10.439], [-2.086, 0.962, -9.716], [-6.102, -4.379, 6.007], [-5.099, -3.936, 5.493], [-5.005, -3.609, 4.324], [-3.904, -3.777, 6.337], [-3.961, -4.167, 7.662], [-2.828, -4.030, 8.446], [-1.663, -3.507, 7.902], [-1.627, -3.113, 6.571], [-2.755, -3.248, 5.777], [-4.871, -4.572, 8.079], [-2.854, -4.335, 9.483], [-0.778, -3.406, 8.517], [-0.720, -2.703, 6.149], [-2.733, -2.946, 4.740]],
  "atomic_forces_ev_per_a": [[-0.494, 0.428, 0.042], [0.295, 0.218, 0.017], [0.507, -0.253, -0.732], [-0.010, -0.471, -0.314], [0.439, 0.272, 0.295], [-0.126, -0.042, 0.186], [-0.424, 0.195, 0.127], [0.504, 0.596, -0.297], [-0.334, -1.005, 0.299], [-0.277, 0.078, -0.596], [0.081, 0.311, 0.252], [-0.422, 0.041, 0.000], [0.155, -0.056, 0.135], [0.413, 0.018, 0.221], [-0.058, -0.468, -0.441], [-0.471, 0.144, 0.719], [0.067, -0.059, -0.068], [0.367, 0.031, 0.338], [0.026, -0.032, -0.186], [-0.347, -0.064, -0.025], [0.031, 0.034, 0.004], [0.009, 0.009, 0.002], [-0.023, -0.064, 0.197], [0.060, 0.213, 0.069], [-0.025, -0.134, 0.022], [0.017, 0.007, -0.023], [0.028, 0.145, -0.029], [-0.037, -0.142, -0.018], [-0.004, -0.033, -0.106], [0.009, 0.021, -0.014], [-0.001, -0.007, 0.000], [-0.003, 0.091, -0.091], [0.010, 0.083, -0.082], [0.010, 0.035, -0.026], [-0.043, -0.133, -0.005], [0.012, 0.134, -0.048], [-0.011, 0.086, 0.146], [0.138, -0.187, 0.084], [-0.067, 0.076, -0.005], [-0.007, 0.030, -0.042], [0.147, -0.047, 0.065], [-0.086, 0.156, 0.007], [-0.029, 0.034, -0.111], [0.007, -0.019, -0.010], [-0.011, -0.003, 0.005], [-0.032, -0.036, -0.016], [0.031, -0.063, -0.088], [0.019, 0.064, -0.062], [0.008, 0.036, 0.048], [0.015, -0.005, -0.014], [-0.051, -0.163, -0.037], [0.161, -0.109, 0.079], [-0.105, 0.014, -0.057], [0.004, 0.014, 0.004], [0.084, -0.075, 0.037], [-0.185, 0.046, -0.092], [-0.030, 0.113, 0.023], [0.018, 0.006, 0.009], [0.002, -0.001, -0.007], [-0.009, 0.017, -0.003], [0.077, 0.072, 0.064], [0.005, 0.004, -0.009], [-0.033, 0.014, -0.025], [-0.063, -0.207, 0.160], [0.158, 0.011, 0.089], [-0.077, -0.077, 0.177], [0.086, 0.050, -0.068], [-0.017, -0.002, -0.007], [-0.028, -0.034, 0.109], [0.118, 0.084, -0.145], [-0.052, 0.003, -0.109], [-0.018, -0.004, 0.006], [0.000, 0.007, 0.004], [-0.004, 0.006, -0.020], [-0.102, -0.043, -0.012]],
  "homo_energy_ev": -8.988,
  "e_lumo_ev": -0.8,
  "orbital_gap_ev": 8.20,
  "smiles": "O=C1NC(=O)c2cc(P(O)Br)c(Br)cc21.O=[N+]([O-])c1ccccc1.O=[N+]([O-])c1ccccc1.O=[N+]([O-])c1ccccc1.O=[N+]([O-])c1ccccc1"
}

***

# 2
{
  "formula": "C6H12N2",
  "method": "ωB97M-V with the def2-TZVPD basis set",
  "symbols": ["C", "C", "C", "C", "C", "C", "H", "H", "H", "H", "H", "H", "H", "H", "H", "H", "H", "H", "N", "N"],
  "coordinates": [[1.811, -0.962, -0.139], [0.414, -0.931, 0.451], [-0.308, 0.399, 0.081], [-1.345, 0.399, 0.999], [-2.269, -0.385, -0.087], [0.788, 1.250, -0.177], [2.602, -1.594, 0.285], [1.659, -1.346, -1.295], [0.644, -1.053, 1.576], [-0.138, -1.698, -0.090], [-1.949, 1.316, 1.617], [-0.695, -0.417, 1.958], [-1.821, -1.519, 0.091], [-3.474, -0.291, -0.364], [-0.901, -0.708, -1.740], [0.691, 1.810, -1.291], [0.733, 2.041, 0.507], [2.373, 0.754, 0.789], [-1.314, 0.123, -1.157], [2.133, 0.460, -0.101]],
  "atomic_forces_ev_per_a": [[-1.219, 0.469, -3.448], [2.149, -2.198, -0.027], [1.011, -3.731, -4.755], [-5.604, -0.233, 7.334], [0.943, -2.414, 0.071], [2.996, 2.370, -4.700], [-0.516, 0.245, 0.204], [0.846, 1.132, 2.439], [-0.998, 0.017, -1.647], [-0.209, -0.729, 1.224], [2.158, -2.074, -2.176], [-3.859, 2.842, -1.788], [-2.672, 2.392, -0.250], [3.417, -0.172, 1.220], [-1.120, 1.924, 1.132], [0.194, -1.660, 2.892], [0.764, 1.382, 1.126], [1.474, -0.025, 2.222], [1.855, -1.127, 0.984], [-1.610, 1.592, -2.059]],
  "homo_energy_ev": -8.957,
  "e_lumo_ev": 0.8,
  "orbital_gap_ev": 9.74,
  "relative_energy_kcal_mol": 160.3
}